2 unconnected molecules or ions with the total composition C2H9NS, computed with wB97M-V/def2-TZVPD.

Values from the calculation:
Electronic energy: -14544.8331 eV
HOMO-LUMO gap: 9.61 eV
LUMO energy: 1.00 eV
HOMO: -8.61 eV
Strongest force on any atom: 1.79 eV/Å
2S+1: 1
SMILES string: CSC.N
Charge: 0

Atoms and positions in Å:
C 1.327 0.471 1.632
S 0.542 0.825 0.005
C 0.823 -0.756 -0.856
H 2.280 0.981 1.545
H 0.686 0.653 2.473
H 1.435 -0.611 1.647
H 0.026 -1.057 -1.514
H 0.935 -1.416 -0.009
H 1.794 -0.740 -1.355
N -2.889 -0.906 -0.683
H -3.599 -1.012 -1.393
H -2.305 -0.091 -0.817
H -2.264 -1.699 -0.759

Cartesian forces (eV/Å) of the 3 atoms listed first:
-0.1 -0.8 -1.6
-0.7 0.3 0.0
1.1 0.4 1.0

=====

9 unconnected molecules or ions with the total composition C9H37N7O10, computed with wB97M-V/def2-TZVPD.

Values from the calculation:
Electronic energy: -40840.7010 eV
HOMO-LUMO gap: 8.58 eV
LUMO energy: 0.07 eV
HOMO: -8.51 eV
Strongest force on any atom: 2.41 eV/Å
2S+1: 1
SMILES string: COCCNCCOC.NC(N)=O.NC(N)=O.NC(N)=O.O.O.O.O.O
Charge: 0

Atoms and positions in Å:
C 13.673 -31.820 -26.688
O 13.265 -31.974 -25.363
C 14.214 -31.507 -24.388
C 13.407 -30.886 -23.292
N 14.323 -30.263 -22.331
C 13.831 -29.377 -21.295
C 12.598 -29.926 -20.589
O 12.414 -29.463 -19.279
C 13.210 -30.188 -18.346
H 14.702 -32.199 -26.829
H 13.696 -30.769 -27.005
H 13.078 -32.407 -27.385
H 14.971 -30.881 -24.869
H 14.750 -32.425 -24.117
H 12.643 -31.489 -22.802
H 12.748 -30.139 -23.780
H 15.045 -29.808 -22.872
H 13.615 -28.350 -21.634
H 14.663 -29.222 -20.599
H 12.552 -31.021 -20.664
H 11.716 -29.593 -21.147
H 12.962 -29.809 -17.356
H 14.260 -29.909 -18.498
H 13.045 -31.260 -18.447
N 9.674 -30.656 -16.264
C 10.042 -29.380 -16.542
N 10.791 -28.788 -15.546
O 9.796 -28.786 -17.579
H 10.140 -31.098 -15.489
H 9.138 -31.210 -16.902
H 11.171 -27.901 -15.838
H 10.946 -29.088 -14.603
N 14.279 -31.770 -15.423
C 13.092 -31.644 -14.785
N 13.120 -30.770 -13.714
O 12.071 -32.267 -15.035
H 14.372 -32.606 -15.969
H 15.030 -31.197 -15.051
H 12.270 -30.841 -13.182
H 13.980 -30.639 -13.209
N 15.042 -24.060 -11.984
C 15.044 -25.320 -12.482
N 14.651 -26.332 -11.683
O 15.336 -25.544 -13.661
H 14.725 -23.908 -11.045
H 15.078 -23.306 -12.643
H 14.324 -26.188 -10.746
H 14.553 -27.219 -12.139
O 12.478 -26.708 -17.112
H 12.422 -25.752 -17.028
H 12.432 -26.881 -18.059
O 17.101 -27.343 -15.164
H 17.860 -27.772 -14.759
H 16.652 -26.881 -14.438
O 11.650 -27.778 -11.702
H 12.146 -28.464 -11.247
H 12.096 -27.674 -12.558
O 13.128 -27.796 -14.256
H 12.944 -27.992 -15.183
H 13.946 -27.277 -14.273
O 16.444 -30.197 -14.246
H 16.108 -29.409 -14.698
H 17.380 -30.213 -14.467

Cartesian forces (eV/Å) of the 3 atoms listed first:
1.2 0.0 -0.4
-0.4 0.2 0.0
-0.6 -2.1 -1.0

=====

A molecular structure, C14H22N6OS2V, computed with wB97M-V/def2-TZVPD.

Values from the calculation:
Electronic energy: -73207.6680 eV
HOMO-LUMO gap (spin up / spin down): 8.55 / 8.22 eV
LUMO energy (spin up / spin down): -5.41 / -5.18 eV
HOMO (spin up / spin down): -13.96 / -13.40 eV
⟨S²⟩: 0.760
Strongest force on any atom: 0.47 eV/Å
2S+1: 2
Charge: +2

Atoms and positions in Å:
V -0.545 1.063 0.665
C 1.723 -0.208 5.302
C 2.089 -0.432 3.885
N 3.150 -1.026 3.449
N 3.045 -1.002 2.088
C 1.947 -0.402 1.654
S 1.418 -0.107 0.059
N 1.316 -0.037 2.797
N 0.091 0.647 2.778
H 2.546 -0.546 5.926
H 0.830 -0.775 5.571
H 1.545 0.849 5.506
H 3.770 -1.418 1.522
H -0.610 0.078 3.254
H 0.193 1.516 3.302
C 0.441 5.724 -2.094
C 0.719 4.671 -1.029
S -0.778 4.229 -0.136
O -0.347 3.027 0.743
C -1.797 3.484 -1.420
C -1.174 2.309 -2.148
H 1.388 6.114 -2.461
H -0.125 6.566 -1.692
H -0.098 5.310 -2.945
H 1.377 5.051 -0.246
H 1.152 3.752 -1.424
H -2.056 4.294 -2.104
H -2.714 3.211 -0.892
H -0.306 2.597 -2.738
H -1.909 1.876 -2.825
H -0.846 1.488 -1.491
N -4.183 -0.974 -0.269
C -2.845 -0.905 -0.289
N -2.386 0.037 0.515
C -3.512 0.625 1.097
C -3.614 1.679 2.005
C -4.883 2.061 2.389
C -6.027 1.417 1.888
C -5.937 0.376 0.987
C -4.655 0.000 0.602
H -4.735 -1.643 -0.783
H -2.232 -1.562 -0.885
H -2.741 2.192 2.395
H -5.005 2.872 3.094
H -7.001 1.747 2.220
H -6.819 -0.118 0.604

Cartesian forces (eV/Å) of the 3 atoms listed first:
0.1 0.1 0.1
0.0 0.0 0.0
0.0 -0.1 -0.1

=====

2 unconnected molecules or ions with the total composition CH3ClN2O, computed with wB97M-V/def2-TZVPD.

Values from the calculation:
Electronic energy: -18630.0442 eV
HOMO-LUMO gap (spin up / spin down): 6.06 / 6.06 eV
LUMO energy (spin up / spin down): -3.17 / -3.17 eV
HOMO (spin up / spin down): -9.23 / -9.23 eV
Strongest force on any atom: 2.38 eV/Å
2S+1: 1
Charge: 0

Atoms and positions in Å:
C -0.719 0.528 0.257
N -0.049 -0.508 -0.174
N 2.305 -0.241 -0.746
O -0.362 1.524 0.821
Cl 3.222 0.456 0.396
H -1.869 0.298 0.094
H -0.710 -1.302 -0.440
H 1.943 0.526 -1.327

Cartesian forces (eV/Å) of the 3 atoms listed first:
-1.7 -0.1 0.6
0.6 -1.9 -1.2
-2.1 -0.6 -0.1

=====

2 unconnected molecules or ions with the total composition C4H13NO2, computed with wB97M-V/def2-TZVPD.

Values from the calculation:
Electronic energy: -9942.0213 eV
HOMO-LUMO gap: 9.49 eV
LUMO energy: 0.57 eV
HOMO: -8.92 eV
Strongest force on any atom: 2.48 eV/Å
2S+1: 1
SMILES string: CN(C)CCO.O
Charge: 0

Atoms and positions in Å:
C -0.963 1.967 -0.395
N -0.580 0.555 0.007
C -1.785 -0.139 0.477
C 0.527 0.560 1.051
C 1.724 0.193 0.241
O 2.957 0.261 0.946
H -2.019 2.065 -0.724
H -0.872 2.844 0.210
H -0.373 2.238 -1.245
H -2.154 0.273 1.461
H -1.706 -1.268 0.617
H -2.557 0.079 -0.317
H 0.353 -0.236 1.771
H 0.540 1.511 1.560
H 1.858 0.951 -0.472
H 1.591 -0.805 -0.365
H 3.315 -0.590 0.810
O -0.112 -3.820 -1.949
H -0.104 -3.091 -2.558
H 0.359 -3.548 -1.125

Cartesian forces (eV/Å) of the 3 atoms listed first:
-0.6 -1.1 -1.3
-0.5 1.3 1.4
-1.0 -0.1 0.0

=====

C21H20O3 in the gas phase, computed with wB97M-V/def2-TZVPD.

Values from the calculation:
Electronic energy: -28243.3030 eV
HOMO-LUMO gap: 8.37 eV
LUMO energy: -0.71 eV
HOMO: -9.08 eV
Strongest force on any atom: 0.96 eV/Å
2S+1: 1
SMILES string: CCCOC1=C(CCc2ccccc2)C(=O)c2ccccc2C1=O
Charge: 0

Atoms and positions in Å:
C 5.104 -1.125 0.756
C 3.795 -1.685 1.327
C 2.611 -1.513 0.381
O 1.591 -0.694 0.982
C 1.210 0.378 0.248
C 0.263 0.346 -0.696
C -0.474 -0.917 -1.040
C -1.950 -0.678 -1.400
C -2.863 -1.706 -0.781
C -3.314 -1.496 0.526
C -4.156 -2.407 1.156
C -4.556 -3.548 0.467
C -4.114 -3.765 -0.835
C -3.271 -2.852 -1.460
C -0.055 1.606 -1.411
O -0.417 1.613 -2.555
C 0.100 2.852 -0.613
C -0.723 3.951 -0.826
C -0.557 5.074 -0.016
C 0.424 5.095 0.967
C 1.264 3.998 1.163
C 1.085 2.874 0.367
C 1.916 1.661 0.543
O 3.067 1.699 0.878
H 4.897 -0.191 0.243
H 5.574 -1.818 0.062
H 5.829 -0.931 1.540
H 3.596 -1.178 2.265
H 3.944 -2.739 1.551
H 2.164 -2.487 0.192
H 2.959 -1.087 -0.557
H 0.047 -1.463 -1.822
H -0.420 -1.540 -0.149
H -2.065 -0.690 -2.481
H -2.291 0.294 -1.063
H -3.020 -0.607 1.069
H -4.506 -2.232 2.160
H -5.220 -4.258 0.937
H -4.440 -4.647 -1.368
H -2.927 -3.005 -2.473
H -1.475 3.933 -1.596
H -1.208 5.923 -0.158
H 0.552 5.959 1.600
H 2.031 4.002 1.919

Cartesian forces (eV/Å) of the 3 atoms listed first:
-0.2 -0.1 0.0
0.7 0.1 -0.1
0.3 -0.6 0.5

=====

C3H7NOS2 in the gas phase, computed with wB97M-V/def2-TZVPD.

Values from the calculation:
Electronic energy: -28430.5405 eV
HOMO-LUMO gap: 9.30 eV
LUMO energy: 0.69 eV
HOMO: -8.61 eV
Strongest force on any atom: 2.64 eV/Å
2S+1: 1
SMILES string: CSCS/C=N\O
Charge: 0

Atoms and positions in Å:
C -1.407 0.981 -0.732
S -2.184 -0.424 0.099
C -0.735 -1.165 0.882
S 0.508 -1.919 -0.195
C 1.585 -0.624 -0.731
N 2.012 0.424 -0.234
O 1.480 0.693 1.027
H -2.233 1.652 -1.048
H -0.827 0.665 -1.619
H -0.789 1.570 -0.034
H -1.126 -2.038 1.477
H -0.239 -0.462 1.525
H 2.017 -0.834 -1.713
H 1.936 1.480 1.296

Cartesian forces (eV/Å) of the 3 atoms listed first:
-0.2 0.6 -0.2
0.3 0.1 -0.1
-0.6 -1.0 0.4

=====

A gas-phase ion, C3H6NO2 (charge -1), computed with wB97M-V/def2-TZVPD.

Values from the calculation:
Electronic energy: -8793.5324 eV
HOMO-LUMO gap: 7.35 eV
LUMO energy: 4.38 eV
HOMO: -2.96 eV
Strongest force on any atom: 2.93 eV/Å
2S+1: 1
SMILES string: CC(=O)NC[O-]
Charge: -1

Atoms and positions in Å:
C -1.465 -0.127 -0.496
C -0.021 -0.485 -0.876
O 0.324 -1.368 -1.655
N 0.813 0.345 -0.192
C 0.501 1.087 1.111
O -0.056 0.371 2.027
H -1.783 0.784 -0.996
H -2.127 -0.965 -0.930
H -1.635 -0.014 0.583
H 1.793 0.105 -0.134
H 0.026 2.110 0.973
H 1.672 1.347 1.423

Cartesian forces (eV/Å) of the 3 atoms listed first:
-1.4 -2.1 -1.5
-0.2 1.2 1.6
-0.2 0.2 0.0